Molecular formula: CH3S
Method: DFT, ωB97M-V with the def2-TZVPD basis set

Atoms and positions in Å:
1 S -0.602 -0.158 0.257
2 C 1.049 0.252 -0.362
3 H 1.559 1.031 0.232
4 H 0.721 0.941 -1.164
5 H 1.586 -0.625 -0.697

HOMO (spin up / spin down) ... -9.3 / -8.9 eV
Relative energy (zero: lowest compared OMol25 entry of this formula, charge and spin) ... 4.6 kcal/mol
<S²> ... 0.753
Multiplicity ... 2
Orbital gap (spin up / spin down) ... 0.384 / 0.265 Eh

Molecular formula: CH4
Method: DFT, ωB97M-V with the def2-TZVPD basis set

Atoms and positions in Å:
1 C 0.038 0.002 -0.042
2 H 0.893 -0.372 -0.510
3 H 0.321 0.163 0.949
4 H -0.876 -0.716 -0.014
5 H -0.376 0.924 -0.383

HOMO ... -12.9 eV
Relative energy (zero: lowest compared OMol25 entry of this formula, charge and spin) ... 6.0 kcal/mol
Orbital gap ... 0.524 Eh

Molecular formula: CH4AgBO6PS
Method: DFT, ωB97M-V with the def2-TZVPD basis set

Atoms and positions in Å:
1 Ag 2.192 -0.561 -1.767
2 S 0.876 -2.522 -0.986
3 P -1.013 -1.790 -0.615
4 O -1.239 -1.776 0.918
5 O 1.846 1.445 -0.524
6 O -1.603 0.039 2.261
7 O 0.855 0.924 1.601
8 O -0.251 2.443 0.140
9 O 0.473 -0.452 1.422
10 C -0.858 -0.577 1.635
11 B 0.792 1.616 0.369
12 H -1.934 -2.651 -1.208
13 H -1.218 -0.519 -1.149
14 H -0.601 2.432 -0.760
15 H 1.681 1.949 -1.337

HOMO (spin up / spin down) ... -19.7 / -19.7 eV
<S²> ... 0.753
Total charge ... +2
Multiplicity ... 2
Orbital gap (spin up / spin down) ... 0.379 / 0.239 Eh

Molecular formula: CH4BBr
Method: DFT, ωB97M-V with the def2-TZVPD basis set

Atoms and positions in Å:
1 Br -2.080 0.020 0.008
2 C -0.231 0.683 0.036
3 B 0.135 -0.813 0.042
4 H 0.265 -1.216 1.159
5 H -0.201 -1.458 -0.992
6 H -0.006 1.426 0.807
7 H 0.046 1.065 -0.941

HOMO ... -10.5 eV
Relative energy (zero: lowest compared OMol25 entry of this formula, charge and spin) ... 46.7 kcal/mol
Orbital gap ... 0.396 Eh